# 1
ORCA calculation (ωB97M-V/def2-TZVPD) on 8 unconnected molecules or ions with the total composition C27H64N8O7 at a distorted geometry.

Structure (XYZ):
```
106
Properties=species:S:1:pos:R:3:mulliken_charge:R:1
C 1.55 -1.46 1.36 -0.762
H -0.79 -2.32 0.64 -0.614
C 2.06 0.66 -4.23 -1.167
H 3.16 4.01 -0.97 0.162
H -2.36 -7.40 -1.16 0.332
H -2.90 0.05 4.49 0.201
H -2.90 -4.24 -3.60 0.290
H 1.32 5.50 2.84 0.324
H -2.11 3.23 0.04 0.473
H -3.55 -5.92 -3.56 0.353
C 4.55 1.47 0.26 0.043
H 1.18 -3.74 -4.79 0.246
C 0.86 -4.53 -4.13 -0.551
H -1.81 4.44 3.84 0.248
C 1.70 0.39 -1.83 0.145
C -3.06 -6.56 -1.08 -0.906
H -2.94 -1.32 0.79 0.561
O -1.27 -3.48 -1.56 -0.634
H -0.95 -1.79 2.30 0.414
H 2.78 0.25 -1.67 0.391
H 0.40 -5.36 -4.69 0.420
C -0.88 3.57 -3.07 -1.091
C 3.65 3.28 1.65 -1.189
H -1.88 -0.56 -0.37 0.099
H 4.72 3.31 -1.54 0.343
H -1.18 5.13 5.30 0.362
H -0.63 2.61 4.53 0.328
C 4.17 3.70 -0.69 -0.887
H 4.64 4.65 -0.39 0.383
H -4.40 -0.82 4.95 0.373
H 0.01 1.58 0.24 -0.433
H 1.40 1.07 -4.99 0.317
H 3.40 -5.47 -4.97 0.340
N 0.40 -0.62 1.13 1.500
H 0.30 -1.63 -2.49 0.159
C 1.52 5.05 3.82 -0.993
N 1.94 -5.25 -3.43 0.141
N 0.30 4.32 4.14 0.271
H 2.66 1.48 -3.85 0.378
H 0.16 -4.20 -3.36 -0.147
C -1.72 -4.51 -1.14 0.120
H 1.04 -0.08 -1.10 -0.893
H -1.18 4.52 -3.53 0.378
H 4.56 0.88 1.19 0.468
H 2.32 4.33 3.72 0.217
H 1.71 5.80 4.59 0.388
H 2.51 -6.94 -4.60 0.315
N -4.73 0.76 3.67 0.228
C 0.55 -1.08 -3.41 0.417
H 1.35 0.59 2.48 0.484
C -2.78 -5.25 -3.20 -0.878
C -0.83 -1.42 1.27 0.201
H 4.35 3.86 2.25 0.357
H 1.23 2.35 1.19 -0.898
H -3.96 -6.91 -1.57 0.286
C -1.91 2.91 -0.99 -0.047
C 0.35 0.53 2.02 -1.775
N 1.34 -0.02 -3.17 0.336
O -3.29 2.37 4.39 -0.626
C -6.03 0.42 3.17 -0.900
H -3.65 -1.03 3.35 0.243
O 0.19 -1.38 -4.54 -0.705
H -6.73 0.08 3.93 0.318
H -1.56 2.82 -3.48 0.329
N 4.21 2.77 0.41 0.242
H 0.07 3.27 -3.52 0.339
C -0.14 4.61 -0.92 -0.959
C 1.79 -2.49 0.25 -0.813
C -0.97 5.03 4.23 -0.918
H 3.76 -6.39 -3.56 0.336
O 1.41 2.47 4.88 -0.638
O 3.09 -5.45 -1.43 -0.656
C -2.03 -0.72 0.69 -1.086
H 2.84 3.98 1.43 0.214
N -2.53 -5.39 -1.77 0.177
H 0.92 -3.14 0.15 0.090
N -0.99 3.67 -1.63 0.226
H 2.56 -3.23 0.48 0.575
H 2.81 0.01 -4.69 0.343
C 2.93 -6.03 -4.15 -1.048
H -6.49 1.30 2.71 0.289
H -3.21 -6.29 -0.04 0.337
H 2.06 -2.12 -0.74 0.079
C 0.25 1.88 1.26 1.337
O -2.53 1.98 -1.48 -0.602
H -0.62 5.15 -0.11 0.337
O 4.79 0.95 -0.81 -0.609
H -2.20 0.25 1.18 0.040
H -4.91 2.78 3.26 0.342
H 2.48 -0.89 1.26 0.023
H -0.95 6.01 3.78 0.326
H -5.96 -0.33 2.38 0.307
H -0.46 2.64 1.60 0.618
H 3.25 2.47 2.26 0.398
C -3.86 -0.31 4.15 -0.855
H 0.76 4.06 -0.66 0.220
H 1.61 -1.95 2.34 0.478
H 1.55 -4.19 -1.76 -0.367
H 0.15 5.37 -1.65 0.380
C 0.39 3.04 4.56 0.104
C 2.21 -5.00 -2.13 0.958
H -1.55 -4.86 -0.10 0.278
H -0.19 0.47 2.97 0.022
C -4.30 2.03 3.80 0.097
H 1.49 1.44 -1.58 0.214
H -1.82 -5.51 -3.69 0.237
```

## Properties
Energy above the lowest of the compared OMol25 structures with the same formula, charge and spin (eV): 5.287
Orbital gap (eV): 9.0
SMILES: CCN(CC)CC.CN(C)C=O.CN(C)C=O.CN(C)C=O.CN(C)C=O.CN(C)C=O.CN(C)C=O.CN(C)C=O
Total charge: 0
DFT total energy (a.u.): -2031.82643
LUMO level (eV): 0.443
HOMO (eV): -8.543


# 2
ORCA calculation (ωB97M-V/def2-TZVPD) on 3 unconnected molecules or ions with the total composition C27H64O6P.

Structure (XYZ):
```
98
Properties=species:S:1:pos:R:3:mulliken_charge:R:1
H 3.49 -2.83 8.09 0.386
H -8.49 -1.07 -8.20 0.404
H -3.66 -0.07 -9.11 0.381
H -7.93 2.59 -8.12 0.235
C -1.55 1.47 -2.42 -0.726
C -4.09 -0.81 -4.75 -0.786
H -2.32 4.13 0.02 0.272
C -3.00 2.02 -2.44 -0.531
C -7.53 -0.63 -8.50 -0.585
H 0.42 -0.08 -2.13 0.653
C -1.14 0.90 -1.07 -0.832
H -0.21 0.71 1.60 -0.217
H -3.59 1.34 -1.82 0.380
H -6.69 -2.57 -8.33 0.392
H -1.43 0.74 -3.21 0.442
H -1.09 -3.34 -0.02 0.362
H 3.14 0.78 -0.48 -0.144
C -8.09 1.64 -8.63 -0.777
H 0.26 -3.09 1.70 0.453
H -1.52 -1.35 2.55 0.540
O 3.97 -0.99 7.48 -0.467
C 4.88 -0.15 6.78 -0.493
C -3.15 3.53 -0.35 -1.071
H 2.94 3.74 -0.52 -0.002
C -3.69 -0.36 -7.02 -0.567
O -4.57 -0.20 -5.93 -0.304
C -0.06 0.22 2.55 -0.260
H -0.04 -2.26 -1.77 0.501
H -3.97 -1.89 -4.89 0.417
O -7.41 0.65 -7.91 -0.237
H 4.01 -0.66 4.89 0.036
H 4.49 0.54 1.62 0.300
H -2.00 0.54 -0.50 0.464
H 7.05 -0.73 10.12 0.323
H 4.54 -2.58 3.81 0.297
H 4.19 3.04 1.54 0.558
H -3.40 2.02 -3.45 0.128
H -3.23 -1.36 -6.99 0.366
H -3.13 -0.37 -4.44 0.198
H 8.46 -1.34 9.24 0.232
H 7.60 -2.41 10.37 0.317
H -7.69 1.73 -9.65 0.323
H -4.82 -0.65 -3.96 0.347
H 2.75 2.21 -1.93 0.103
H 6.24 -3.09 3.78 0.310
H 4.47 2.35 -0.76 0.145
O 6.68 -2.02 8.55 -0.252
H -0.07 -1.70 3.43 0.387
H -1.63 -1.56 -1.74 0.176
H -2.00 -1.97 0.52 0.467
C 1.35 0.52 3.05 -0.531
H -2.29 4.04 -2.26 0.353
H -3.11 2.56 0.12 0.260
C 0.04 -2.10 1.30 -0.421
C 4.40 -2.30 7.79 -0.398
H 4.46 0.85 6.86 0.435
H 1.54 2.17 -0.22 -0.510
H -6.28 -1.52 -6.97 0.153
H 2.48 2.87 1.87 0.420
H 2.11 0.07 1.08 -1.176
O 5.84 -1.60 5.11 -0.379
C 3.66 1.06 2.10 -0.388
P 3.02 2.25 -0.48 -0.149
C 5.00 -0.47 5.31 -0.172
H 2.81 -0.91 2.33 0.198
H 3.91 1.24 3.15 -0.015
H 4.80 -2.81 6.91 0.190
C -1.01 -2.27 0.18 -0.990
H -7.51 -0.55 -9.59 0.347
C 3.33 2.37 1.41 -1.387
H -5.03 0.72 -8.32 0.210
C -0.09 -0.22 -1.18 2.175
C -0.69 -1.62 -1.18 -1.001
H 5.86 -0.14 7.26 0.176
H -9.16 1.44 -8.68 0.316
C -3.11 3.44 -1.89 -0.664
H 0.67 -0.07 -0.44 -2.229
H 5.39 -3.42 9.33 0.411
H -0.90 2.32 -2.63 0.321
H 5.45 0.38 4.78 0.472
C -6.41 -1.55 -8.06 -0.335
H -4.06 4.02 -0.01 0.357
H -2.89 0.39 -6.95 0.398
H -0.69 1.71 -0.50 0.241
C 5.37 -2.38 8.95 -0.571
C 5.58 -2.23 3.86 -0.704
H 5.77 -1.54 3.03 0.270
H -4.05 3.85 -2.26 0.371
H -0.75 0.69 3.25 0.424
H 5.02 -1.72 9.75 0.348
H 1.48 0.11 4.05 0.255
C -4.42 -0.19 -8.33 -0.421
C 2.46 0.10 2.10 0.848
H 1.41 1.60 3.14 0.403
H 0.96 -1.74 0.88 0.318
O -5.18 -1.32 -8.73 -0.451
C -0.44 -1.26 2.51 -1.048
C 7.48 -1.61 9.63 -0.771
```

## Properties
Orbital gap (eV): 5.4
Total charge: -1
DFT total energy (a.u.): -1859.68548
LUMO level (eV): 2.202
HOMO (eV): -3.223


# 3
ORCA calculation (ωB97M-V/def2-TZVPD) on 7 unconnected molecules or ions with the total composition C27H65N2O19S6 at a distorted geometry.

Structure (XYZ):
```
119
Properties=species:S:1:pos:R:3:mulliken_charge:R:1
O 6.18 -0.10 -0.23 -0.262
C 3.79 8.47 -5.00 -0.317
H 5.57 9.50 -4.36 0.311
H 1.81 -8.04 -3.71 0.397
H -5.40 -2.31 2.35 0.387
O -1.38 -5.61 -1.38 -0.574
C -2.31 -2.95 5.09 -0.800
C -4.01 -7.14 -1.71 -0.821
C 6.70 -1.45 -0.25 -0.344
O 0.83 -5.10 -2.34 -0.241
C 1.31 -6.46 -2.34 -0.343
H 4.03 8.46 -6.06 0.280
H 7.19 -1.37 -2.35 0.261
O -4.23 -9.37 0.58 -0.604
H 3.28 0.93 3.13 0.156
H -2.95 -7.34 -1.74 0.255
H -4.21 -6.19 -2.21 0.405
H 5.20 2.36 -0.53 0.402
H 3.08 2.36 4.21 0.357
O 1.77 2.89 1.95 -0.196
C -2.84 -0.75 2.21 -0.723
O 2.24 6.76 -3.13 -0.640
H -4.65 -2.99 5.21 0.488
C -4.60 -11.69 -0.55 -0.941
H 7.72 -1.38 0.13 0.283
C -4.79 -8.26 -2.38 -0.567
C -2.32 -3.50 2.83 -0.811
C -5.50 -2.27 3.43 -0.294
O 4.00 -0.68 0.73 -0.662
H -7.67 -1.49 2.69 0.327
H 2.33 -6.40 -1.96 0.282
H -0.01 11.82 -0.89 0.285
H -6.96 -3.81 3.16 0.340
H 7.22 -3.00 -1.64 0.395
O 1.35 9.55 -0.58 -0.196
H -6.91 -3.19 4.79 0.368
H 5.69 -2.20 -2.01 0.279
H -1.83 -3.46 0.74 -0.014
O 4.24 7.19 -4.50 -0.342
H -1.76 -2.80 -2.07 0.395
H 0.29 -7.22 -4.09 0.286
O -0.15 9.31 1.35 -0.649
H -4.30 -7.05 -0.66 0.301
H 1.82 -6.42 -4.43 0.268
C -4.44 -3.06 4.16 -0.867
C -2.44 -2.91 1.43 -0.277
H 4.20 9.71 -3.28 0.242
C -0.47 10.98 -1.40 -1.212
H 2.71 8.55 -4.91 0.304
H 0.43 5.19 1.72 0.182
H -5.16 -12.14 -1.36 0.318
O -7.91 -2.02 3.45 -0.529
H -5.53 -1.25 3.78 0.429
O -6.43 -9.82 -0.48 -0.641
H 1.27 10.32 -2.46 0.218
H -1.02 -1.50 1.88 0.218
H -0.81 3.96 1.85 0.339
H 5.27 5.01 -3.37 0.355
H 1.67 3.72 0.10 0.073
H 2.35 0.79 4.66 0.390
H -3.40 -0.58 4.32 0.369
C -1.80 -3.16 6.13 0.113
O -4.42 -9.55 -1.87 -0.239
H -5.87 -8.11 -2.29 0.346
C 1.31 -7.07 -3.72 -0.998
H -1.77 -0.97 4.00 0.644
H -1.24 10.58 -0.74 0.326
O 4.40 7.35 -2.05 -0.630
N -1.92 -1.53 1.41 -0.125
H 0.50 2.44 0.36 0.396
C -0.05 4.37 1.20 -1.186
C 2.19 8.17 1.34 -0.922
H -1.21 -3.08 6.99 0.507
O 0.64 0.74 2.29 -0.522
C -0.74 -3.16 -1.99 -1.050
H -3.46 -2.89 1.07 0.367
H -0.10 -2.61 -2.69 0.439
H -2.69 -4.52 2.85 0.486
H 0.74 -7.06 -1.63 0.305
C 4.58 1.80 0.16 -0.624
H -0.95 11.33 -2.31 0.408
H 4.94 1.89 1.18 0.349
S -0.74 -4.87 -2.43 1.289
C 4.20 5.03 -3.21 -0.923
H 3.94 4.55 -2.27 0.191
N -3.00 -2.65 3.90 0.580
O 0.23 7.40 -0.20 -0.578
S 4.61 0.10 -0.30 1.234
H -0.53 4.76 0.30 0.462
H -4.55 -4.10 3.90 0.274
H 3.55 2.13 0.10 -0.044
C 0.56 9.92 -1.73 -0.201
H 1.91 7.54 2.18 0.383
H 0.11 9.04 -2.17 0.351
H -1.27 -3.51 3.09 0.402
H -3.53 -11.79 -0.71 0.312
C 6.70 -2.04 -1.64 -0.971
H 2.64 9.09 1.70 0.373
S 3.67 6.71 -3.09 1.407
H -3.83 -0.87 1.80 0.348
H -2.58 0.30 2.19 0.395
H 3.67 4.56 -4.04 0.365
S 1.13 1.88 3.00 1.216
O 0.28 2.60 3.89 -0.661
H -4.56 -8.29 -3.45 0.293
H 2.85 7.65 0.66 0.217
C 4.49 9.63 -4.32 -0.982
S -5.01 -9.98 -0.45 1.211
H -4.88 -12.14 0.40 0.375
S 0.70 8.57 0.48 1.198
C -2.78 -1.17 3.67 -0.973
H -0.38 -3.05 -0.98 0.237
H 6.14 -2.07 0.45 0.312
O 4.19 -0.02 -1.66 -0.629
C 0.97 3.31 0.82 -0.098
O -1.16 -4.99 -3.79 -0.646
H 4.23 10.57 -4.82 0.388
C 2.62 1.45 3.83 -0.900
C -6.87 -2.90 3.75 -0.683
```

## Properties
Orbital gap (eV): 9.8
Total charge: +1
DFT total energy (a.u.): -4995.53494
LUMO level (eV): -2.130
HOMO (eV): -11.974


# 4
ORCA calculation (ωB97M-V/def2-TZVPD) on a molecular structure, C27H65NbO14P3 at a distorted geometry.

Structure (XYZ):
```
110
Properties=species:S:1:pos:R:3:mulliken_charge:R:1
C 0.20 -0.40 4.64 -0.856
H 1.98 -1.54 0.56 0.223
C 3.68 4.58 -4.65 -0.368
H 2.71 4.45 -5.13 0.302
H 1.64 7.57 -1.16 0.309
H 2.38 2.94 6.97 0.197
C 3.30 3.79 5.21 -0.353
H 1.59 4.55 0.79 0.281
O 1.06 4.93 -2.90 -0.723
H -7.40 -7.70 -1.90 0.282
H -7.05 -7.39 3.40 0.303
C 3.31 3.42 6.68 -1.014
O 3.53 4.49 -3.22 -0.270
C 4.59 0.58 2.19 0.072
O 3.77 2.69 4.39 -0.273
H 3.39 8.40 0.66 0.394
H -5.12 -3.36 -1.86 0.249
C 1.39 2.74 -0.35 0.038
H -1.29 -2.31 -1.15 0.341
P -5.30 -5.58 0.20 1.039
H 2.42 -0.48 -6.52 -0.028
C -5.31 -7.17 -1.89 -0.334
O -2.56 -1.25 0.07 -0.371
H 0.14 1.73 4.40 0.270
H -0.89 -0.46 4.51 0.359
H 0.40 -0.31 -4.56 0.510
H 2.73 -3.19 -4.01 -0.047
C -6.43 -8.19 -1.83 -0.937
H 4.42 7.11 0.00 0.286
O -6.18 -6.79 0.86 -0.336
O 2.57 4.75 -0.98 -0.146
H -5.76 -6.20 3.39 0.286
H 5.17 2.67 2.10 0.166
O -4.11 -5.49 1.05 -0.730
H 1.26 -2.86 -0.33 0.403
O -2.91 -0.52 -2.02 -0.564
H -6.84 -3.02 -1.77 0.352
H 1.72 0.46 -3.73 0.335
O -5.71 -5.91 -1.29 -0.266
C -1.34 -2.03 -0.10 -1.066
H 2.68 -1.50 -1.68 0.313
H 4.12 2.73 6.89 0.295
H -0.09 -1.33 1.47 -0.181
C -3.69 1.95 -0.62 -0.701
C 1.70 -1.05 -1.47 0.468
C 0.77 -1.21 -2.65 0.644
H 1.21 -2.66 -6.01 -0.036
P 2.40 5.34 -2.48 0.786
C -0.11 -1.29 0.38 1.411
H 3.69 6.74 -4.89 0.254
H 0.29 1.22 6.07 0.386
H -0.22 -0.22 0.14 -0.623
H -3.76 2.32 -1.64 0.291
H 0.68 -0.68 3.71 0.021
H -5.67 -1.71 -1.55 0.365
C -5.87 -2.76 -1.34 -1.039
H -6.32 -8.91 -2.63 0.382
C 1.27 -0.52 -3.93 -1.910
H 4.12 -0.90 -4.52 -0.036
H -0.19 -0.76 -2.38 -0.319
H 0.49 -1.13 5.39 0.352
H 1.89 0.00 -1.22 -0.242
C 3.39 7.46 0.11 -0.879
H 0.56 -2.27 -2.79 0.318
O 2.05 1.13 5.04 -0.399
H -6.01 -8.67 1.61 0.319
Nb 2.64 -1.78 -5.21 -0.720
O -6.29 -4.35 0.47 -0.335
C 2.73 7.64 -1.24 -0.321
H -6.41 -8.74 -0.89 0.157
O 3.85 0.58 3.41 -0.490
H 2.23 2.29 0.18 -0.105
H 4.30 3.74 -4.93 0.350
C 0.61 0.99 5.05 -0.326
C 4.34 5.88 -5.08 -1.008
H -1.93 1.32 0.44 0.181
H -4.86 -2.84 0.56 0.267
H 2.98 8.62 -1.64 0.369
H -4.40 -7.54 -1.42 0.302
C 1.45 4.25 -0.25 -0.775
O 3.23 6.67 -2.20 -0.294
P 2.71 1.72 3.67 0.874
H -5.08 -6.94 -2.93 0.385
H 5.08 -0.39 2.13 0.382
H -1.48 -2.96 0.45 0.539
H 6.26 1.57 1.25 0.450
H 6.26 1.66 3.03 0.276
C 5.63 1.69 2.14 -1.088
H 0.47 2.36 0.09 0.015
C -5.86 -3.02 0.15 -0.299
C 1.22 -1.77 -0.20 -1.041
O 1.70 1.35 2.67 -0.265
H 3.74 -2.65 -6.43 0.013
H 3.99 4.61 5.03 0.384
H -4.53 -7.73 1.70 0.368
H 5.26 6.04 -4.53 0.254
H -6.55 -2.34 0.65 0.307
H 0.52 4.70 -0.59 0.410
C -5.98 -7.26 3.23 -1.173
C -5.61 -7.67 1.82 -0.277
H 3.41 4.31 7.29 0.383
C -2.71 -0.29 -0.87 1.000
C -2.71 1.07 -0.28 -0.343
H 3.90 0.66 1.34 -0.066
H 4.56 5.85 -6.15 0.405
H -5.44 -7.85 3.96 0.357
H 2.31 4.12 4.88 0.302
H 2.87 6.73 0.72 0.092
H 1.45 2.41 -1.38 0.298
H -4.37 2.29 0.15 0.257
```

## Properties
Orbital gap (eV): 6.0
Total charge: -1
DFT total energy (a.u.): -3202.02200
LUMO level (eV): 1.545
HOMO (eV): -4.415